(1)
Molecular formula: C42H38BN14O2RbS
Method: DFT, wB97M-V/def2-TZVPD

Each line ends with the Mulliken charge.
CARTESIAN COORDINATES (ANGSTROEM)
Rb (0.290, -0.090, 0.232)  0.7398
C (3.582, -3.310, 1.890)  -0.7343
C (3.057, -4.377, 2.611)  -0.6912
C (1.816, -4.241, 3.187)  -0.3964
C (1.102, -3.027, 3.026)  0.2418
N (1.652, -1.995, 2.376)  0.1726
C (2.839, -2.138, 1.826)  -0.4648
N (-0.148, -3.006, 3.547)  -0.4968
C (-0.949, -1.971, 3.575)  0.1650
N (-0.794, -0.696, 3.199)  -0.2401
C (-1.871, 0.012, 3.596)  -0.1731
N (-2.230, 1.246, 3.425)  -0.4496
C (-1.660, 2.159, 2.597)  0.0711
C (-2.497, 3.245, 2.255)  -0.4165
C (-2.035, 4.217, 1.403)  -0.5146
C (-0.738, 4.107, 0.918)  -0.8460
C (0.025, 3.024, 1.327)  0.0379
N (-0.405, 2.089, 2.153)  0.1061
C (-2.826, -0.874, 4.314)  0.0305
C (-4.060, -0.657, 4.895)  -0.1830
C (-4.747, -1.763, 5.382)  -0.4895
C (-4.215, -3.042, 5.269)  -0.5564
C (-2.966, -3.253, 4.696)  -0.0681
C (-2.275, -2.154, 4.228)  -0.0920
H (4.538, -3.382, 1.391)  0.5513
H (3.623, -5.299, 2.716)  0.4132
H (1.372, -5.039, 3.767)  0.4497
H (3.220, -1.264, 1.312)  0.3370
H (-3.504, 3.258, 2.638)  0.4344
H (-2.663, 5.058, 1.125)  0.3608
H (-0.332, 4.846, 0.244)  0.4837
H (1.047, 2.906, 0.985)  0.2268
H (-4.472, 0.340, 4.966)  0.4963
H (-5.716, -1.631, 5.851)  0.3613
H (-4.798, -3.887, 5.621)  0.3529
H (-2.557, -4.248, 4.596)  0.4895
C (2.618, 4.339, -2.311)  -1.2140
C (1.815, 3.209, -2.097)  -0.2835
N (2.492, 2.275, -1.462)  0.0558
N (3.714, 2.744, -1.251)  -0.0125
C (3.828, 3.989, -1.750)  -0.2301
B (4.776, 2.001, -0.433)  0.4410
N (4.317, 1.960, 1.030)  -0.0341
C (4.956, 2.427, 2.120)  -0.1472
C (4.168, 2.160, 3.220)  -1.2791
C (3.046, 1.514, 2.685)  -0.2329
N (3.160, 1.409, 1.376)  0.1670
N (4.952, 0.561, -0.933)  -0.0907
C (6.091, 0.015, -1.398)  -0.2796
C (5.852, -1.318, -1.660)  -1.0835
C (4.504, -1.487, -1.315)  -0.5420
N (3.993, -0.352, -0.883)  0.1779
H (2.362, 5.268, -2.790)  0.3761
H (0.791, 3.035, -2.374)  0.5223
H (4.749, 4.540, -1.679)  0.4378
H (5.824, 2.579, -0.520)  -0.2554
H (5.912, 2.915, 2.047)  0.4308
H (4.373, 2.398, 4.248)  0.4172
H (2.174, 1.125, 3.173)  0.4426
H (6.986, 0.596, -1.514)  0.4139
H (6.547, -2.049, -2.032)  0.3989
H (3.892, -2.370, -1.349)  0.6772
C (-6.113, 4.330, -4.551)  -1.4581
C (-5.373, 3.350, -3.682)  1.2159
C (-5.970, 2.160, -3.285)  -0.7639
C (-5.269, 1.250, -2.508)  -0.5669
C (-3.973, 1.526, -2.119)  -0.3925
C (-3.374, 2.715, -2.492)  -0.2995
C (-4.071, 3.623, -3.269)  -0.9184
S (-3.042, 0.342, -1.089)  0.9149
O (-3.065, 0.947, 0.216)  -0.3464
O (-3.758, -0.918, -1.218)  -0.7369
N (-1.559, 0.334, -1.621)  0.3380
C (-1.182, -0.318, -2.720)  0.1899
C (-2.085, -0.802, -3.706)  -0.6627
C (-1.588, -1.397, -4.838)  -0.6430
C (-0.210, -1.519, -5.001)  -0.7359
C (0.594, -1.044, -3.980)  -0.3617
N (0.143, -0.467, -2.888)  0.1566
H (-6.979, 3.859, -5.011)  0.3466
H (-5.469, 4.711, -5.340)  0.3474
H (-6.455, 5.179, -3.960)  0.2881
H (-6.986, 1.939, -3.590)  0.2820
H (-5.701, 0.310, -2.198)  0.4647
H (-2.363, 2.892, -2.160)  0.5359
H (-3.594, 4.548, -3.565)  0.3660
H (-3.147, -0.707, -3.535)  0.3242
H (-2.258, -1.769, -5.608)  0.3770
H (0.215, -1.965, -5.889)  0.3757
H (1.674, -1.128, -4.044)  0.4417
C (2.150, -6.261, -0.208)  -0.8586
C (1.038, -5.688, -1.088)  -0.3577
C (0.821, -4.293, -0.773)  0.0985
N (0.678, -3.192, -0.512)  -0.2344
H (2.219, -7.341, -0.339)  0.3832
H (1.956, -6.034, 0.838)  0.1094
H (3.103, -5.815, -0.478)  0.2647
H (0.106, -6.236, -0.927)  0.2933
H (1.295, -5.767, -2.149)  0.2391

Results
- Molecular weight: 899.21 u
- ΔE to the lowest compared entry with this formula, charge and spin: 11.0 kcal/mol
- Charge: -2
- LUMO level: 3.66 eV

=====

(2)
Molecular formula: C2H5BrSi
Method: DFT, wB97M-V/def2-TZVPD

Each line ends with the natural charge from an NBO analysis.
CARTESIAN COORDINATES (ANGSTROEM)
C (-0.021, 1.210, 2.079)  -0.3982
C (0.426, 1.522, 0.880)  -0.2730
Si (-0.070, -1.823, -1.552)  0.5693
Br (2.267, 1.699, 0.480)  0.0342
H (0.634, 1.042, 2.915)  0.2106
H (-1.078, 1.106, 2.253)  0.2140
H (-0.616, -1.702, -2.927)  -0.2870
H (-0.206, 1.690, 0.024)  0.2108
H (1.365, -1.882, -1.922)  -0.2809

Results
- Molecular weight: 137.05 u
- ΔE to the lowest compared entry with this formula, charge and spin: 83.7 kcal/mol
- Charge: 0
- LUMO level: -1.09 eV

=====

(3)
Molecular formula: C5H10N2O
Method: DFT, wB97M-V/def2-TZVPD

Each line ends with the natural charge from an NBO analysis.
CARTESIAN COORDINATES (ANGSTROEM)
O (-0.980, 3.187, -0.835)  -0.7863
C (-1.315, 1.947, -0.731)  0.0243
C (-0.668, 0.844, -1.549)  -0.4911
C (0.718, 0.353, -0.988)  -0.4453
C (0.833, -1.151, -0.658)  -0.2429
N (0.206, -1.219, 2.910)  -0.8326
C (0.133, -1.093, 1.528)  0.2518
N (1.094, -1.405, 0.772)  -0.5060
H (-2.202, 1.624, -0.144)  0.0549
H (-0.492, 1.145, -2.586)  0.1662
H (-1.375, 0.005, -1.553)  0.1691
H (1.517, 0.687, -1.670)  0.1833
H (0.962, 0.920, -0.106)  0.2149
H (-0.103, -1.647, -0.936)  0.1689
H (1.633, -1.629, -1.215)  0.1791
H (-0.284, -0.480, 3.389)  0.3709
H (1.160, -1.357, 3.208)  0.3747
H (-0.838, -0.732, 1.164)  0.1461

Results
- Molecular weight: 114.15 u
- <S²>: 0.754
- Spin multiplicity: 2
- ΔE to the lowest compared entry with this formula, charge and spin: 22.9 kcal/mol
- Charge: -1
- LUMO level (spin up / spin down): 3.96 / 3.82 eV